Entry 1:
Entry from OMol25: 2 unconnected molecules or ions with the total composition C10H10P2 at a distorted geometry (ωB97M-V with the def2-TZVPD basis set).

Structure (XYZ):
```
22
C10H10P2, DFT ωB97M-V with the def2-TZVPD basis set
C 2.539 -1.578 0.680
C 2.860 -0.932 -0.457
C 1.572 -0.949 1.562
C 2.477 0.317 -0.726
C 1.140 0.335 1.291
C 1.697 1.048 0.172
C -3.813 0.556 0.518
C -2.811 1.640 0.143
C -3.335 -0.654 0.142
C -1.609 1.162 -0.146
P -1.547 -0.582 -0.292
P 1.250 2.712 -0.307
H 3.022 -2.423 1.112
H 3.495 -1.377 -1.224
H 1.333 -1.274 2.498
H 2.815 0.834 -1.544
H 0.566 0.944 1.968
H -4.840 0.877 0.632
H -3.027 2.755 0.168
H -3.652 -1.669 0.081
H -0.887 -0.856 0.893
H 0.516 3.062 0.798
```

The spin multiplicity is 1. For the orbital gap (alpha / beta), the calculation gives 0.28796 / 0.25746 Ha. The relative energy (zero: lowest compared OMol25 entry of this formula, charge and spin) comes out at 205.07 kJ/mol. As for the lowest unoccupied orbital energy (alpha / beta): -0.04045 / -0.02526 hartree. The value obtained for the HOMO energy (alpha / beta) is -0.328 / -0.283 hartree.

=====

Entry 2:
Entry from OMol25: CH4O2S in the gas phase at a distorted geometry (ωB97M-V with the def2-TZVPD basis set).

Structure (XYZ):
```
8
CH4O2S, DFT ωB97M-V with the def2-TZVPD basis set
C 0.408 0.310 -0.218
O -1.516 -0.488 -0.440
O -1.256 1.386 1.114
S -1.206 1.082 -0.252
H 0.487 0.176 0.783
H 0.890 1.072 -0.708
H 0.601 -0.596 -0.809
H -1.223 -0.418 -1.427
```

The spin multiplicity is 1. For the orbital gap, the calculation gives 0.35707 Ha. The relative energy (zero: lowest compared OMol25 entry of this formula, charge and spin) comes out at 334.80 kJ/mol. As for the lowest unoccupied orbital energy: 0.01704 hartree. The value obtained for the HOMO energy is -0.340 hartree.

=====

> Look up the relative energy (zero: lowest compared OMol25 entry of this formula, charge and spin) of the second one.

334.80 kJ/mol

=====

> The lowest relative energy (zero: lowest compared OMol25 entry of this formula, charge and spin) belongs to which entry?

C10H10P2

=====

Please write out number 2 again, unchanged.
Entry from OMol25: CH4O2S in the gas phase at a distorted geometry (ωB97M-V with the def2-TZVPD basis set).

Structure (XYZ):
```
8
CH4O2S, DFT ωB97M-V with the def2-TZVPD basis set
C 0.408 0.310 -0.218
O -1.516 -0.488 -0.440
O -1.256 1.386 1.114
S -1.206 1.082 -0.252
H 0.487 0.176 0.783
H 0.890 1.072 -0.708
H 0.601 -0.596 -0.809
H -1.223 -0.418 -1.427
```

The spin multiplicity is 1. For the orbital gap, the calculation gives 0.35707 Ha. The relative energy (zero: lowest compared OMol25 entry of this formula, charge and spin) comes out at 334.80 kJ/mol. As for the lowest unoccupied orbital energy: 0.01704 hartree. The value obtained for the HOMO energy is -0.340 hartree.

=====

Copy entry 2 word for word.
Entry from OMol25: CH4O2S in the gas phase at a distorted geometry (ωB97M-V with the def2-TZVPD basis set).

Structure (XYZ):
```
8
CH4O2S, DFT ωB97M-V with the def2-TZVPD basis set
C 0.408 0.310 -0.218
O -1.516 -0.488 -0.440
O -1.256 1.386 1.114
S -1.206 1.082 -0.252
H 0.487 0.176 0.783
H 0.890 1.072 -0.708
H 0.601 -0.596 -0.809
H -1.223 -0.418 -1.427
```

The spin multiplicity is 1. For the orbital gap, the calculation gives 0.35707 Ha. The relative energy (zero: lowest compared OMol25 entry of this formula, charge and spin) comes out at 334.80 kJ/mol. As for the lowest unoccupied orbital energy: 0.01704 hartree. The value obtained for the HOMO energy is -0.340 hartree.